Entry a
# C2H9NS

A cluster of 2 separate species, C2H9NS in total (wB97M-V/def2-TZVPD, the Open Molecules 2025 dataset).

The geometry in ORCA input format:
```
! RIJCOSX wB97M-V def2-TZVPD def2/J DEFGRID3
* xyz 0 1
C 0.7599 -0.5839 1.1595
S 0.2921 0.9504 0.2500
C -1.4926 0.9093 0.6254
H 1.7540 -0.4104 1.5764
H 0.7269 -1.4251 0.4864
H 0.1629 -0.5382 2.0702
H -1.9144 1.7477 0.0632
H -1.9290 0.0156 0.1894
H -1.6798 1.0742 1.6779
N 0.2221 -1.8063 -1.9194
H 0.2304 -0.7960 -1.8377
H -0.5552 -1.9638 -2.5446
H 1.0525 -2.1468 -2.3953
*
```

Calculated values
SMILES	CSC.N
frontier orbital gap	9.55	eV

For each atom in turn, the natural (NBO) charge in e is: C -0.739; S 0.136; C -0.735; H 0.221; H 0.248; H 0.218; H 0.224; H 0.217; H 0.214; N -1.088; H 0.369; H 0.354; H 0.360

---

Entry b
# C2H9NS

A cluster of 3 separate species, C2H9NS in total (wB97M-V/def2-TZVPD, the Open Molecules 2025 dataset).

The geometry in ORCA input format:
```
! RIJCOSX wB97M-V def2-TZVPD def2/J DEFGRID3
* xyz 0 1
H 2.7910 0.9716 -2.4396
H 3.2246 0.5775 -2.9399
C 0.1206 -0.3072 -0.2627
C -0.2275 -0.2568 -1.6443
S -1.4114 0.6127 -0.4639
H 0.3413 -1.2503 0.2422
H 0.7832 0.4079 0.2144
H -0.7132 -1.0846 -2.1395
H 0.1120 0.5236 -2.3099
N -1.2519 0.1755 3.0866
H -0.5024 -0.5045 3.1421
H -1.2532 0.5638 2.1506
H -2.0131 -0.4291 3.3637
*
```

Calculated values
SMILES	[H][H].C1CS1.N
frontier orbital gap	9.82	eV

For each atom in turn, the natural (NBO) charge in e is: H -0.006; H 0.006; C -0.524; C -0.430; S 0.028; H 0.229; H 0.232; H 0.232; H 0.233; N -1.079; H 0.346; H 0.370; H 0.362

---

Quick look at relative energies in kcal/mol: entry a 0.0; entry b 45.3.

---

Entry a
# C7H28O7

A structure of composition C7H28O7 (wB97M-V/def2-TZVPD, the Open Molecules 2025 dataset).

The geometry in ORCA input format:
```
! RIJCOSX wB97M-V def2-TZVPD def2/J DEFGRID3
* xyz 0 1
C -2.1920 -0.2147 1.9538
O -1.5319 0.9593 1.5033
H -3.2277 0.0713 2.1370
H -2.2169 -0.8952 1.1027
H -1.7563 -0.4746 2.9185
H -0.7248 0.6126 1.1161
C 0.2045 0.4198 -0.2005
O 0.4002 0.0140 1.1695
H -0.2936 1.3891 -0.2169
H 1.1060 0.5192 -0.8051
H -0.4543 -0.2502 -0.7529
H 1.1491 0.4714 1.5586
C -1.2550 -0.9410 -3.1336
O -0.9791 -1.3637 -1.8648
H -0.3709 -1.0358 -3.7640
H -1.9787 -1.5807 -3.6388
H -1.6050 0.0869 -3.2283
H -1.7634 -1.2177 -1.3308
C 1.7567 2.5473 1.5924
O 1.1290 1.6560 2.4459
H 1.0676 3.3008 1.2111
H 2.4787 2.9977 2.2736
H 2.2443 2.0110 0.7783
H 0.4228 2.0915 2.9289
C 3.5378 0.4726 2.9850
O 4.2416 -0.7360 2.8186
H 3.4095 0.6962 4.0441
H 4.1578 1.2915 2.6200
H 2.5815 0.3428 2.4782
H 4.9416 -0.6375 3.4682
C -2.9174 1.1604 -1.5546
O -3.7035 0.0850 -2.0154
H -3.1212 1.9763 -2.2481
H -3.1659 1.4996 -0.5489
H -1.8530 0.9278 -1.5881
H -3.4947 -0.7204 -1.5367
C 0.7275 -3.2420 -2.6535
O 0.9087 -2.0958 -1.7643
H 1.6363 -3.8049 -2.8667
H 0.1127 -3.9169 -2.0580
H 0.2575 -2.9435 -3.5905
H 0.1337 -1.5295 -1.7433
*
```

Calculated values
frontier orbital gap	9.46	eV

For each atom in turn, the natural (NBO) charge in e is: C -0.253; O -0.792; H 0.172; H 0.138; H 0.179; H 0.458; C -0.340; O -0.713; H 0.171; H 0.201; H 0.207; H 0.501; C -0.273; O -0.664; H 0.206; H 0.187; H 0.191; H 0.486; C -0.268; O -0.742; H 0.186; H 0.180; H 0.187; H 0.507; C -0.239; O -0.707; H 0.157; H 0.151; H 0.183; H 0.454; C -0.267; O -0.710; H 0.186; H 0.197; H 0.153; H 0.443; C -0.265; O -0.785; H 0.184; H 0.164; H 0.146; H 0.446

---

Entry b
# C7H28O7

A cluster of 7 separate species, C7H28O7 in total (wB97M-V/def2-TZVPD, the Open Molecules 2025 dataset).

The geometry in ORCA input format:
```
! RIJCOSX wB97M-V def2-TZVPD def2/J DEFGRID3
* xyz 0 1
C -4.8037 -14.9680 -19.1945
O -5.3336 -15.7913 -18.1722
H -5.6056 -14.5467 -19.8098
H -4.2138 -14.1378 -18.7980
H -4.1633 -15.5692 -19.8445
H -5.1926 -15.3938 -17.3003
C -3.5700 -14.1004 -15.0615
O -4.6103 -14.9079 -15.6141
H -3.7279 -13.0857 -15.4109
H -3.6128 -14.0943 -13.9681
H -2.5870 -14.4597 -15.3705
H -4.5793 -15.7753 -15.2013
C -3.9881 -16.9010 -22.5293
O -2.9342 -15.9654 -22.3366
H -3.7750 -17.5899 -23.3489
H -4.2084 -17.4620 -21.6160
H -4.8850 -16.3300 -22.7707
H -2.1999 -16.3961 -21.8912
C -4.6855 -12.8844 -22.6516
O -5.1238 -11.9706 -23.6531
H -4.4202 -13.8660 -23.0497
H -3.8124 -12.4847 -22.1323
H -5.4858 -13.0402 -21.9245
H -5.0036 -12.3640 -24.5193
C -7.2165 -18.6458 -18.7158
O -5.8651 -18.4152 -19.0623
H -7.7954 -19.0126 -19.5703
H -7.2776 -19.4050 -17.9293
H -7.6945 -17.7369 -18.3405
H -5.7208 -17.4677 -18.9704
C -7.6024 -17.2835 -15.0525
O -8.9951 -17.3175 -15.3497
H -7.0862 -17.0598 -15.9830
H -7.3876 -16.5248 -14.2945
H -7.2371 -18.2504 -14.6911
H -9.4469 -17.8268 -14.6735
C -1.3827 -13.3083 -20.4983
O -0.0269 -13.4436 -20.0723
H -1.9956 -13.7926 -19.7448
H -1.6653 -12.2598 -20.6143
H -1.5664 -13.8198 -21.4498
H 0.5509 -13.1481 -20.7794
*
```

Calculated values
SMILES	CO.CO.CO.CO.CO.CO.CO
frontier orbital gap	10.17	eV

For each atom in turn, the natural (NBO) charge in e is: C -0.252; O -0.779; H 0.168; H 0.169; H 0.177; H 0.511; C -0.246; O -0.746; H 0.190; H 0.172; H 0.173; H 0.477; C -0.255; O -0.739; H 0.166; H 0.181; H 0.178; H 0.471; C -0.249; O -0.729; H 0.179; H 0.164; H 0.167; H 0.468; C -0.248; O -0.752; H 0.160; H 0.161; H 0.172; H 0.494; C -0.252; O -0.721; H 0.186; H 0.160; H 0.162; H 0.464; C -0.254; O -0.726; H 0.179; H 0.162; H 0.175; H 0.463

---

Quick look at relative energies in kcal/mol: entry a 143.4; entry b 0.0.

---

Entry a
# H2N2O3S2

An isolated molecule of H2N2O3S2 (wB97M-V/def2-TZVPD, the Open Molecules 2025 dataset).

The geometry in ORCA input format:
```
! RIJCOSX wB97M-V def2-TZVPD def2/J DEFGRID3
* xyz 0 1
N 1.3218 0.4160 0.5393
N -1.1861 0.6329 -1.3963
O -1.1471 0.0677 1.0040
O 0.0076 -1.3494 -0.7781
O 1.3795 -1.4603 2.1811
S -0.2907 -0.1502 -0.1300
S 2.0553 -0.2165 1.7885
H -1.3867 1.4606 -0.9632
H -0.7537 0.5992 -2.2453
*
```

Calculated values
frontier orbital gap	9.53	eV

For each atom in turn, the natural (NBO) charge in e is: N -0.998; N -0.936; O -0.898; O -0.908; O -0.820; S 2.328; S 1.462; H 0.381; H 0.389

---

Entry b
# H2N2O3S2

An isolated molecule of H2N2O3S2 (wB97M-V/def2-TZVPD, the Open Molecules 2025 dataset).

The geometry in ORCA input format:
```
! RIJCOSX wB97M-V def2-TZVPD def2/J DEFGRID3
* xyz 0 1
N -1.0285 -1.1542 0.0029
N -0.3869 2.2259 0.1020
O 0.8906 0.2022 -0.9022
O 1.4057 -1.9943 0.0733
O 0.6823 0.0161 1.3182
S 0.4228 -0.9715 0.1754
S 0.8101 1.4186 0.0820
H -1.4943 -1.7973 -0.5060
H -1.3019 2.0545 -0.3455
*
```

Calculated values
frontier orbital gap	10.78	eV

For each atom in turn, the natural (NBO) charge in e is: N -1.153; N -1.017; O -0.893; O -0.881; O -0.887; S 2.414; S 1.594; H 0.403; H 0.421

---

Quick look at relative energies in kcal/mol: entry a 0.0; entry b 16.0.

---

Entry a
# C5H10

A cluster of 2 separate species, C5H10 in total (wB97M-V/def2-TZVPD, the Open Molecules 2025 dataset).

The geometry in ORCA input format:
```
! RIJCOSX wB97M-V def2-TZVPD def2/J DEFGRID3
* xyz 0 1
C -0.3036 -0.1118 -1.7515
C -0.9976 -0.8086 -0.6949
C 0.0920 0.2063 -0.1680
C 0.7140 -0.1328 1.0512
C 1.1795 0.9728 2.0036
H -3.1188 -1.4888 -3.8223
H -2.6888 -1.1244 -3.3425
H -0.6534 0.7299 -2.3104
H -0.6848 -1.8781 -0.6461
H -1.9338 -0.6817 -0.1127
H -0.2706 1.2389 -0.0998
H 1.2988 -1.0401 0.9707
H 1.8020 0.2034 2.4267
H 1.6094 1.9635 1.6896
H 0.4063 1.3611 2.7330
*
```

Calculated values
frontier orbital gap	6.84	eV

For each atom in turn, the natural (NBO) charge in e is: C -0.281; C -0.372; C -0.247; C -0.112; C -0.686; H 0.000; H 0.000; H 0.172; H 0.212; H 0.192; H 0.223; H 0.205; H 0.235; H 0.235; H 0.226

---

Entry b
# C5H10

A structure of composition C5H10 (wB97M-V/def2-TZVPD, the Open Molecules 2025 dataset).

The geometry in ORCA input format:
```
! RIJCOSX wB97M-V def2-TZVPD def2/J DEFGRID3
* xyz 0 1
C -0.8624 -1.8954 0.8425
C 0.7040 -0.1771 0.4324
C 0.0228 1.1588 0.6713
C 0.7583 1.5534 -0.6526
C 0.6534 0.0475 -1.0672
H -0.7278 -2.6044 0.0198
H -0.9538 -2.3941 1.8148
H -1.6907 -1.2073 0.6599
H 0.2251 -1.3195 0.9663
H -1.0608 1.2052 0.4752
H 0.2487 1.6876 1.6075
H 1.7897 1.8792 -0.4875
H 0.2408 2.2724 -1.2990
H 1.4391 -0.4120 -1.6825
H -0.3261 -0.0968 -1.5522
*
```

Calculated values
frontier orbital gap	8.52	eV

For each atom in turn, the natural (NBO) charge in e is: C -0.713; C -0.033; C -0.492; C -0.395; C -0.493; H 0.217; H 0.223; H 0.212; H 0.220; H 0.199; H 0.211; H 0.215; H 0.219; H 0.210; H 0.200

---

Entry c
# C5H10

A structure of composition C5H10 (wB97M-V/def2-TZVPD, the Open Molecules 2025 dataset).

The geometry in ORCA input format:
```
! RIJCOSX wB97M-V def2-TZVPD def2/J DEFGRID3
* xyz 0 1
C -0.0246 -1.5161 1.0967
C -0.0886 -0.0865 0.7814
C 0.9993 0.4158 -0.2035
C 0.0881 0.8602 -1.2948
C -1.0266 0.4392 -0.4254
H -0.3522 -1.5378 2.1056
H -0.6533 -2.0328 0.4633
H 1.0460 -1.8182 0.9966
H -0.1865 0.5954 1.7024
H 1.7919 1.1044 0.1479
H 1.6388 -0.4711 -0.5686
H 0.3661 0.3953 -2.3433
H -0.1545 1.9250 -1.5707
H -1.7716 -0.1767 -0.7448
H -1.4100 1.3415 0.0860
*
```

Calculated values
frontier orbital gap	10.94	eV

For each atom in turn, the natural (NBO) charge in e is: C -0.621; C -0.200; C -0.394; C -0.434; C -0.381; H 0.215; H 0.208; H 0.204; H 0.189; H 0.207; H 0.198; H 0.201; H 0.207; H 0.198; H 0.203

---

Entry d
# C5H10

An isolated molecule of C5H10 (wB97M-V/def2-TZVPD, the Open Molecules 2025 dataset).

The geometry in ORCA input format:
```
! RIJCOSX wB97M-V def2-TZVPD def2/J DEFGRID3
* xyz 0 1
C -2.4734 -0.0916 -0.0272
C -0.9863 -0.1935 0.0388
C -0.1543 0.7871 0.0261
C 1.3422 0.7045 0.0943
C 1.9230 -0.6471 -0.0762
H -2.6865 0.7239 -0.1630
H -3.0279 -0.5729 0.9516
H -2.7741 -0.7605 -0.7494
H -0.5079 -1.1865 0.0235
H -0.5614 1.8834 -0.2652
H 1.7791 1.0066 1.0613
H 1.8780 1.4483 -0.7514
H 1.6964 -0.9764 -0.8893
H 2.9253 -0.7291 0.0268
H 1.6277 -1.3960 0.6993
*
```

Calculated values
SMILES	C/C=C/CC
frontier orbital gap	10.45	eV

For each atom in turn, the natural (NBO) charge in e is: C -0.543; C -0.195; C -0.186; C -0.414; C -0.579; H 0.160; H 0.189; H 0.208; H 0.191; H 0.183; H 0.215; H 0.193; H 0.181; H 0.209; H 0.189

---

Quick look at relative energies in kcal/mol: entry a 122.1; entry b 60.2; entry c 0.0; entry d 43.3.